C3H7NO2 | the ωB97M-V functional and the def2-TZVPD basis

Structure (ORCA input):
```
! wB97M-V def2-TZVPD RIJCOSX def2/J DEFGRID3
* xyz 0 1
C -1.13516 0.71166 0.83086
N -1.05410 0.42329 -0.72337
C 0.26158 0.23966 -1.11398
O 0.97569 0.63832 -2.11505
C 1.09588 -0.64037 -0.17941
O 0.29075 -1.78008 0.12767
H -0.86024 -0.30204 1.21059
H -2.22667 1.25102 1.36866
H -0.20281 1.59645 1.18158
H -1.45059 1.18739 -1.32327
H 2.00339 -0.84908 -0.84002
H 1.48497 -0.14712 0.75389
H 0.81731 -2.32910 0.82183
*
```

Computed properties:
- E_HOMO (eV) = -9.75
- total energy (Eh) = -323.64420
- structure (SMILES) = CNC(=O)CO